The following is a DFT calculation (wB97M-V/def2-TZVPD) of a structure of composition C37H40BrN2O3Zr.

XYZ file:
```
84
Properties=species:S:1:pos:R:3:mulliken_charge:R:1
H -2.49872 -3.57900 4.12861 0.3806
C -2.39058 -1.06100 5.19179 -2.2293
C -3.27780 -2.89615 3.78552 -1.7920
H 5.85069 -3.51411 -3.71837 0.3590
C 2.19682 0.00560 4.29149 -2.4721
H -0.17795 -0.65049 4.24056 0.5619
C -1.57831 -1.34541 2.79003 -0.2700
H 4.19093 -1.06507 2.83722 0.4759
H -2.77683 4.61386 -2.45789 0.4170
C 2.45966 -3.39655 -2.98348 0.5640
C -0.31448 -0.91421 3.20270 0.5371
H 0.64329 -4.54927 -1.29798 0.3325
H 3.97646 -3.57735 0.15603 0.2964
C 1.60173 -4.33791 -0.83836 -1.0730
H 5.98982 -3.30793 -1.22396 0.4141
H 1.96703 -0.86632 4.90714 0.4001
C 2.15368 -0.32544 2.79726 2.3609
N -0.79103 0.11935 -3.18619 -0.3938
C 2.51917 0.94530 2.01870 -1.7059
C 3.20174 -1.41267 2.52345 -1.5384
H -3.54502 0.51545 3.29540 0.3647
H -2.70049 2.39782 -4.35561 0.2371
C -3.69227 2.12559 0.33120 -0.4516
C -4.04993 4.21738 -0.78490 -0.8413
O 1.51210 -1.14796 0.03607 -1.0854
H -4.75156 -0.59644 3.96369 0.4739
C 1.20931 5.08633 -1.88936 -0.8682
H -1.60949 -1.70672 5.59765 0.4095
C 3.92341 -3.59146 -0.92593 -0.7355
C 1.55315 5.53815 -3.15774 -0.4001
C 4.93268 -3.50144 -3.14238 -0.3728
H -0.42282 3.49425 -4.99549 0.4211
C -2.68613 1.80799 -0.57195 -0.2415
C -3.88741 -0.52162 3.29699 -1.7389
H -5.15914 3.56808 0.93517 0.4241
C -0.56111 1.09666 -2.34786 0.0839
Br -1.49683 -3.11359 -2.53793 -0.5377
C 0.96083 4.97003 -4.27220 -0.8006
H -3.59250 -3.22403 2.79545 0.3277
C 0.27017 4.08133 -1.73938 -0.1504
C -2.75834 -1.45264 3.76085 2.1457
H 0.00951 3.72342 -0.75170 0.4944
O 0.18754 0.88941 -1.35397 -0.6795
H -4.13469 -2.98347 4.45986 0.4543
H 2.73814 -1.27020 -2.70940 0.5380
H 2.96607 -2.32044 3.08398 0.3270
C 3.74354 -3.50555 -3.75057 -0.7637
H 3.23614 -1.65607 1.46349 0.1812
H 2.51331 0.76091 0.94569 0.2911
H -2.15791 0.87010 -0.44469 0.3544
C 0.78232 -0.81223 2.34633 -1.4270
N -1.95448 1.91793 -3.88410 -0.0807
H 1.59003 -1.67707 -3.99549 0.4758
C 2.61638 -3.83456 -1.54459 0.7212
H 1.69990 -4.03336 -3.45129 0.4457
C 5.01953 -3.45117 -1.68429 -0.4951
Zr 0.22021 -1.34791 -1.52372 -0.6820
H 1.69346 -4.48035 0.23212 0.2736
H 3.68347 -3.50150 -4.83395 0.3402
C 0.53881 -1.18649 1.01679 1.4452
C -1.32377 2.37418 -2.66257 3.7553
H -2.72876 -2.02856 1.10574 0.4105
C -4.37719 3.32513 0.22690 -0.4905
H 3.20081 0.34644 4.55539 0.4534
C 1.92351 -1.96239 -2.98744 -1.3269
O -2.18754 -0.03913 -5.06945 -0.6865
C -1.71039 0.58059 -4.15669 -0.0809
C 0.02440 3.95394 -4.12471 -0.6280
C -0.33228 3.51344 -2.85930 -0.5705
H -2.04197 -0.02853 5.25267 0.3960
C -2.35901 2.69559 -1.58888 -0.4043
C -0.70206 -1.61967 0.54300 -0.0001
C -3.04359 3.90437 -1.68282 -0.4222
H -4.21485 -0.77276 2.28734 0.3492
H -3.92721 1.42448 1.11991 0.3722
H -4.57379 5.16095 -0.87036 0.3801
H 1.67839 5.51488 -1.01329 0.4093
H 1.49646 0.80144 4.55321 0.4127
C -1.75399 -1.68700 1.44668 0.1405
H 2.28770 6.32508 -3.27276 0.3881
H -3.26914 -1.15468 5.83482 0.4440
H 1.23083 5.30988 -5.26402 0.4007
H 1.80367 1.74230 2.23504 0.3304
H 3.51455 1.29022 2.31506 0.4647
```

## Properties
F_max	0.8	eV/Å
E_HOMO	-4.8	eV
gap between HOMO and LUMO	7.302	eV
net charge	-1
E_tot	-119469.621	eV
LUMO	2.45	eV
energy above the lowest of the compared OMol25 structures with the same formula, charge and spin	0.0	kJ/mol
multiplicity	1